{"formula": "C42H40N2O6P2V", "method": "the ωB97M-V functional and the def2-TZVPD basis", "spin_multiplicity": 4, "de_lowest_ev": 0.999, "largest_force_ha_per_bohr": 0.05691, "s2": 3.775, "elements": ["V", "C", "C", "C", "C", "C", "C", "C", "C", "C", "H", "H", "H", "H", "H", "H", "H", "H", "H", "H", "H", "H", "H", "H", "H", "P", "P", "C", "C", "C", "C", "C", "C", "C", "C", "C", "C", "C", "C", "C", "C", "C", "C", "C", "C", "C", "C", "C", "C", "C", "C", "C", "C", "H", "H", "H", "H", "H", "H", "H", "H", "H", "H", "H", "H", "H", "H", "H", "H", "H", "H", "H", "H", "H", "H", "O", "C", "O", "C", "C", "C", "C", "C", "C", "N", "O", "O", "N", "O", "O", "H", "H", "H"], "positions_angstrom": [[-1.870677, 1.324969, 0.544939], [-2.671471, 2.229465, 2.924764], [-1.329074, 1.883977, 2.746722], [-0.840946, 0.561202, 3.299883], [-0.823796, -0.610843, 2.294635], [-2.023474, -0.771058, 1.401986], [-3.322389, -0.499345, 1.763471], [-3.744322, -0.175990, 3.143301], [-3.628701, 1.320018, 3.632351], [-1.269857, 0.418011, -1.237096], [-2.962111, 3.286397, 2.875201], [-0.543640, 2.643974, 2.597779], [-1.486619, 0.286840, 4.157115], [0.205642, 0.650494, 3.671527], [0.064308, -0.552634, 1.643188], [-0.690743, -1.515178, 2.914195], [-1.838709, -1.285687, 0.455057], [-4.122718, -0.779353, 1.069929], [-3.232277, -0.843456, 3.875806], [-4.833264, -0.393840, 3.182185], [-4.625224, 1.782604, 3.505954], [-3.460242, 1.268795, 4.737064], [-1.009910, 1.155198, -2.025238], [-2.099238, -0.247977, -1.532665], [-0.406025, -0.151710, -0.898242], [3.979540, 0.102710, -1.094063], [2.686023, -2.334169, -1.430932], [4.310895, -1.082541, 0.251168], [3.584343, -2.240367, 0.129359], [5.682866, 0.748802, -1.487061], [6.776509, 0.616794, -0.615777], [7.969818, 1.308526, -0.862962], [8.104958, 2.089226, -2.011913], [7.050558, 2.164526, -2.934138], [5.854965, 1.491113, -2.682096], [3.135059, 1.546277, -0.350231], [1.720699, 1.615287, -0.319069], [1.080810, 2.640027, 0.370868], [1.867476, 3.572153, 1.077547], [3.267687, 3.541479, 0.996463], [3.904638, 2.517702, 0.299512], [3.933362, -3.287216, -2.492332], [5.169608, -2.699763, -2.853300], [6.145178, -3.459714, -3.500335], [5.901565, -4.791409, -3.844891], [4.649040, -5.339177, -3.567891], [3.670533, -4.601364, -2.897046], [1.295160, -3.477191, -1.128710], [0.377907, -3.661623, -2.185347], [-0.716843, -4.511552, -2.038412], [-0.912919, -5.212143, -0.840726], [0.010683, -5.060049, 0.198429], [1.103257, -4.197952, 0.057918], [5.075131, -0.877256, 1.005788], [3.587268, -3.098069, 0.805461], [6.699000, -0.009890, 0.271182], [8.784668, 1.224484, -0.142491], [9.030413, 2.630112, -2.198630], [7.159569, 2.753902, -3.845911], [5.029274, 1.548459, -3.397083], [1.131664, 0.857204, -0.831431], [-0.039149, 2.733717, 0.359282], [1.387476, 4.310896, 1.725641], [3.870183, 4.301232, 1.494878], [4.991981, 2.466424, 0.281589], [5.384172, -1.646910, -2.631955], [7.104347, -3.009850, -3.745629], [6.675079, -5.389001, -4.329270], [4.424346, -6.354795, -3.873886], [2.699334, -5.055492, -2.690677], [0.530222, -3.131168, -3.124655], [-1.426077, -4.628451, -2.857455], [-1.774379, -5.876275, -0.725010], [-0.131845, -5.614875, 1.128907], [1.804224, -4.090031, 0.877301], [-4.879864, 0.157429, -0.837209], [-4.813454, 1.282606, -0.322910], [-3.726234, 1.935627, -0.001895], [-6.122854, 1.960143, 0.155290], [-7.401169, 1.530048, -0.275873], [-8.564453, 2.199168, 0.181904], [-8.495985, 3.272093, 1.080035], [-7.233589, 3.683255, 1.493958], [-6.064779, 3.024027, 1.061332], [-7.066295, 4.778051, 2.407805], [-8.088250, 5.374440, 2.807855], [-5.899989, 5.073766, 2.764493], [-9.876231, 1.756351, -0.226198], [-9.947871, 0.823141, -1.052603], [-10.878951, 2.314484, 0.268559], [-7.478209, 0.639060, -0.899760], [-9.380672, 3.830796, 1.365635], [-5.115951, 3.337879, 1.485792]], "forces_ev_per_a": [[-1.79, 0.24, -0.38], [2.60, -0.01, 0.44], [-1.13, 0.63, 0.98], [0.41, -0.28, 0.23], [0.34, -0.36, 0.31], [-1.34, -0.54, 0.44], [1.77, -0.96, -0.96], [-0.90, 0.58, 1.14], [-1.16, -0.38, -0.17], [-0.35, 0.68, 0.21], [0.06, -0.44, -0.42], [-0.69, -0.20, -0.17], [0.55, 0.15, -0.35], [-0.75, 0.14, -0.12], [-0.10, 0.05, 0.24], [0.03, 0.01, -0.39], [-0.17, 0.20, 0.26], [0.50, 0.33, 0.00], [-0.36, 0.40, -0.58], [0.70, -0.11, 0.24], [0.35, -0.27, 0.18], [0.14, 0.37, -0.76], [-0.01, -0.63, 0.19], [0.44, 0.26, -0.14], [0.21, -0.45, -0.50], [0.95, 0.65, -1.52], [-0.88, -0.45, -1.29], [-0.91, -1.27, 0.02], [1.14, 1.30, 0.13], [0.06, 0.42, 0.27], [0.02, 0.38, -0.35], [-0.18, -0.23, -0.15], [-0.29, -0.11, -0.01], [0.03, -0.21, 0.26], [-0.06, -0.15, 0.55], [0.23, 0.02, 1.00], [0.55, -0.11, -0.22], [0.27, 0.26, 0.22], [-0.14, -0.01, -0.04], [-0.44, -0.09, 0.08], [-0.63, 0.22, 0.00], [-0.12, -0.01, 0.45], [-0.31, -0.13, 0.18], [-0.20, -0.07, -0.04], [-0.29, 0.18, 0.16], [0.03, 0.13, -0.05], [0.24, 0.11, -0.06], [0.18, -1.02, -0.15], [0.03, -0.04, 0.44], [0.06, -0.05, 0.20], [0.29, 0.16, -0.04], [-0.22, 0.09, -0.05], [-0.41, -0.04, -0.31], [-0.56, -0.26, 0.16], [0.42, 0.41, 0.08], [0.06, 0.28, -0.16], [-0.14, 0.05, -0.27], [-0.18, -0.10, 0.04], [-0.01, -0.18, 0.26], [0.23, 0.03, 0.25], [0.29, 0.25, -0.01], [1.28, 0.03, 0.02], [0.13, -0.06, -0.41], [-0.26, -0.18, 0.00], [-0.24, 0.03, -0.05], [-0.11, -0.53, 0.04], [-0.17, -0.01, 0.06], [-0.25, 0.18, 0.10], [0.04, 0.02, 0.05], [0.33, 0.09, 0.03], [-0.06, -0.02, 0.19], [0.18, 0.03, 0.18], [0.34, 0.25, -0.03], [0.08, 0.18, -0.27], [-0.09, -0.08, -0.02], [-0.07, 1.56, 0.44], [0.41, -0.90, 0.35], [-1.09, -0.30, -0.11], [-0.59, 0.43, -0.11], [-0.04, 0.20, 0.51], [1.72, 0.21, 0.56], [0.27, 0.30, -0.51], [0.57, -1.58, -0.98], [-0.35, 0.03, 0.10], [0.18, 2.19, 1.93], [1.96, -1.16, -0.82], [-2.35, -0.53, -0.65], [-2.51, -1.10, -0.96], [0.28, 1.74, 1.53], [2.00, -0.92, -0.85], [-0.03, 0.39, 0.01], [0.10, -0.29, 0.09], [-0.13, -0.01, -0.36]]}

{"formula": "C42H41AsGaO4PS3", "method": "the ωB97M-V functional and the def2-TZVPD basis", "total_charge": -2, "de_lowest_ev": 0.147, "largest_force_ha_per_bohr": 0.00759, "elements": ["Ga", "C", "C", "C", "C", "C", "C", "C", "P", "C", "C", "C", "C", "C", "C", "C", "C", "C", "C", "C", "C", "C", "C", "H", "H", "H", "H", "H", "H", "H", "H", "H", "H", "H", "H", "H", "H", "H", "H", "H", "H", "H", "H", "S", "C", "C", "C", "C", "C", "C", "As", "C", "C", "C", "C", "C", "C", "C", "C", "C", "C", "C", "C", "H", "H", "H", "H", "H", "H", "H", "H", "H", "H", "H", "H", "H", "H", "C", "C", "C", "O", "H", "H", "H", "H", "H", "H", "H", "O", "S", "O", "O", "S"], "positions_angstrom": [[-1.693284, -1.331408, -0.363041], [1.368593, 1.088594, 2.378333], [1.165524, 2.561863, 2.161759], [2.113198, 3.464111, 2.639040], [1.945579, 4.834917, 2.506983], [0.804620, 5.324244, 1.889719], [-0.147379, 4.438451, 1.403888], [0.014265, 3.058217, 1.521122], [-1.152235, 1.832579, 0.782661], [-2.249158, 2.937722, -0.199385], [-1.608830, 3.298911, -1.391972], [-2.213060, 4.098602, -2.340253], [-3.515545, 4.528112, -2.127772], [-4.172309, 4.150532, -0.974037], [-3.567059, 3.359795, 0.006577], [-4.417498, 2.973384, 1.187484], [-2.043262, 1.256460, 2.276199], [-1.843180, 1.816930, 3.536630], [-2.454549, 1.293776, 4.666047], [-3.296125, 0.196768, 4.529174], [-3.502987, -0.363457, 3.281395], [-2.877155, 0.127780, 2.129464], [-3.141845, -0.504876, 0.815540], [2.425692, 0.856749, 2.517815], [0.982990, 0.486645, 1.548648], [0.828888, 0.764431, 3.273038], [3.004038, 3.072974, 3.119873], [2.702872, 5.514144, 2.881856], [0.653259, 6.391915, 1.780031], [-1.031700, 4.825689, 0.913538], [-0.616181, 2.906547, -1.584554], [-1.689544, 4.344263, -3.255804], [-4.026493, 5.127287, -2.872303], [-5.201931, 4.455705, -0.820756], [-5.199420, 3.719913, 1.340939], [-3.850801, 2.874327, 2.107598], [-4.902706, 2.014499, 0.986145], [-1.197015, 2.681265, 3.638102], [-2.280637, 1.742122, 5.637345], [-3.788544, -0.225297, 5.398577], [-4.156970, -1.222777, 3.179117], [-3.529719, 0.233136, 0.105801], [-3.929076, -1.255316, 0.907137], [-1.659866, -3.508445, -1.215842], [-0.021580, -4.039381, -1.584993], [0.077549, -5.437185, -1.757776], [1.257643, -6.068997, -2.083367], [2.418082, -5.321640, -2.261195], [2.340051, -3.950014, -2.110943], [1.155254, -3.290319, -1.769686], [1.244508, -1.322670, -1.658831], [2.125419, -1.141419, -3.427725], [3.480940, -0.951198, -3.676302], [3.953533, -0.807929, -4.976901], [3.073082, -0.852137, -6.047709], [1.715415, -1.033388, -5.810225], [1.245840, -1.168756, -4.512501], [2.844478, -1.092676, -0.544404], [3.406694, -2.059803, 0.281944], [4.481454, -1.751838, 1.108528], [5.019023, -0.472865, 1.114174], [4.462992, 0.504397, 0.298012], [3.379007, 0.195957, -0.510442], [-0.824272, -6.019999, -1.614777], [1.273542, -7.147640, -2.197989], [3.357362, -5.794477, -2.522572], [3.235137, -3.358513, -2.268800], [4.183644, -0.920002, -2.850735], [5.014412, -0.663586, -5.150765], [3.439944, -0.740205, -7.061583], [1.016127, -1.059041, -6.637581], [0.180965, -1.283924, -4.330309], [2.997280, -3.061610, 0.291927], [4.895757, -2.517756, 1.754328], [5.857740, -0.234814, 1.758145], [4.859283, 1.512997, 0.305611], [2.931110, 0.973793, -1.121309], [0.445268, -3.645278, 1.687136], [0.311323, -2.128723, 1.843184], [-0.615413, -1.852218, 3.023874], [-0.060558, -1.437619, 0.683716], [0.877462, -4.066327, 2.601657], [1.091095, -3.909133, 0.853407], [-0.528768, -4.107090, 1.511959], [1.312638, -1.755672, 2.126197], [-1.614610, -2.241823, 2.812014], [-0.706063, -0.784662, 3.219190], [-0.240818, -2.343804, 3.927923], [-4.332657, 0.863105, -2.042821], [-3.670770, -0.330523, -2.563343], [-3.901228, -1.513870, -1.715650], [-3.902365, -0.556739, -3.979184], [-1.595408, -0.054769, -2.314364]], "forces_ev_per_a": [[0.26, 0.18, 0.23], [0.01, 0.00, -0.02], [0.00, 0.00, -0.01], [0.01, 0.00, 0.00], [0.00, -0.01, 0.00], [0.00, 0.00, 0.00], [0.01, 0.00, -0.01], [-0.01, -0.01, 0.02], [0.00, 0.08, 0.02], [-0.01, -0.08, -0.07], [0.01, -0.01, 0.02], [-0.03, 0.02, -0.01], [0.04, -0.01, -0.02], [0.01, 0.03, 0.06], [-0.02, 0.06, 0.01], [0.00, -0.01, -0.03], [-0.04, 0.00, -0.04], [0.00, -0.02, 0.00], [0.00, 0.00, 0.00], [0.00, -0.01, 0.01], [-0.02, 0.02, -0.01], [-0.05, 0.06, -0.02], [-0.08, -0.08, -0.03], [0.01, 0.00, -0.01], [0.01, 0.03, 0.00], [0.01, 0.01, -0.01], [0.00, 0.00, 0.00], [0.00, 0.00, 0.00], [0.00, 0.00, 0.00], [-0.01, 0.00, -0.01], [-0.01, 0.00, 0.00], [0.00, 0.00, 0.00], [0.00, -0.01, 0.00], [0.00, 0.00, 0.00], [-0.02, -0.02, -0.02], [0.00, 0.02, 0.02], [0.03, -0.02, 0.04], [0.00, 0.00, 0.00], [0.00, 0.00, 0.00], [0.00, 0.00, 0.00], [0.00, 0.00, 0.00], [0.01, 0.02, 0.01], [0.01, -0.01, 0.00], [-0.06, 0.02, -0.05], [0.00, -0.09, 0.14], [-0.01, -0.01, 0.02], [0.01, 0.00, 0.01], [-0.02, 0.00, 0.00], [0.01, 0.00, 0.00], [0.05, 0.05, 0.02], [0.08, -0.04, -0.08], [0.02, 0.03, 0.00], [0.02, -0.03, -0.01], [0.01, 0.00, 0.00], [-0.01, 0.00, 0.00], [0.01, 0.00, 0.00], [-0.02, -0.01, -0.02], [0.02, 0.01, -0.04], [-0.01, 0.01, 0.02], [0.00, 0.00, 0.00], [0.00, 0.00, 0.01], [-0.03, 0.01, 0.01], [0.02, 0.01, 0.01], [0.00, -0.01, -0.01], [0.00, 0.00, 0.00], [0.00, 0.00, 0.00], [0.00, 0.01, -0.01], [0.00, 0.01, 0.00], [0.00, 0.00, 0.00], [0.00, 0.00, 0.00], [0.00, 0.00, 0.00], [0.02, 0.00, -0.01], [0.02, 0.01, -0.01], [0.00, 0.00, 0.00], [0.00, 0.00, 0.00], [0.00, 0.01, 0.00], [0.00, 0.01, -0.01], [-0.03, 0.01, -0.05], [-0.06, 0.05, 0.15], [0.01, -0.03, -0.01], [0.04, -0.14, -0.06], [-0.02, 0.00, 0.00], [0.02, -0.02, -0.07], [0.00, 0.01, -0.03], [-0.02, 0.01, -0.03], [0.03, -0.01, 0.01], [0.00, -0.08, 0.02], [0.01, -0.01, 0.00], [0.01, 0.03, 0.02], [0.00, -0.04, 0.05], [-0.20, 0.02, -0.15], [0.00, 0.00, -0.03], [-0.12, -0.03, 0.05]]}